{"formula": "C26H73FIN9O3P4", "method": "the ωB97M-V functional and the def2-TZVPD basis", "species": ["C", "C", "C", "C", "C", "P", "I", "C", "C", "C", "F", "H", "H", "H", "H", "H", "H", "H", "H", "H", "H", "H", "H", "H", "H", "H", "H", "H", "H", "H", "C", "N", "C", "P", "O", "N", "C", "C", "N", "C", "C", "H", "H", "H", "H", "H", "H", "H", "H", "H", "H", "H", "H", "H", "H", "H", "H", "H", "H", "C", "N", "C", "P", "O", "N", "C", "C", "N", "C", "C", "H", "H", "H", "H", "H", "H", "H", "H", "H", "H", "H", "H", "H", "H", "H", "H", "H", "H", "C", "N", "C", "P", "O", "N", "C", "C", "N", "C", "C", "H", "H", "H", "H", "H", "H", "H", "H", "H", "H", "H", "H", "H", "H", "H", "H", "H", "H"], "coordinates": [[11.860228, -5.649653, 2.290001], [10.936729, -6.550027, 1.439097], [9.516879, -6.505012, 1.981135], [8.563589, -7.507760, 1.335599], [7.181674, -7.501322, 2.031461], [5.775224, -7.428832, 0.880042], [4.636272, -9.664998, 1.959050], [6.285418, -5.875920, -0.061233], [6.526510, -4.609319, 0.769300], [5.460751, -3.558932, 0.511068], [7.755102, -4.062732, 0.365800], [12.623345, -5.161001, 1.685833], [11.278128, -4.866055, 2.780945], [12.347513, -6.213142, 3.086505], [11.329206, -7.565476, 1.520042], [10.991296, -6.186991, 0.411997], [9.567422, -6.763220, 3.047445], [9.112253, -5.489937, 1.949661], [8.506494, -7.371742, 0.254995], [8.994263, -8.498257, 1.498613], [7.123393, -6.698657, 2.767849], [7.081803, -8.425348, 2.593199], [4.554694, -6.832092, 1.194548], [5.809503, -8.190109, -0.284632], [5.445566, -5.667927, -0.733103], [7.140283, -6.038907, -0.718124], [6.532009, -4.802488, 1.845607], [5.472225, -3.266552, -0.537789], [4.486048, -3.956584, 0.800145], [5.663983, -2.698913, 1.149823], [-0.438208, -2.442751, -1.417316], [-0.002913, -2.775250, -0.080851], [-0.112430, -4.186367, 0.253974], [0.809703, -1.857611, 1.089594], [2.152723, -2.435937, 1.287121], [1.166531, -0.229736, 0.613600], [0.597925, 0.471443, -0.528852], [2.553131, 0.185241, 0.823962], [-0.459218, -1.560124, 2.096080], [-1.843978, -1.510800, 1.659733], [-0.157151, -0.931700, 3.376532], [-1.454321, -2.818948, -1.585879], [0.212505, -2.876224, -2.187214], [-0.488110, -1.376651, -1.579488], [-0.965607, -4.387157, 0.915108], [0.789636, -4.546757, 0.752151], [-0.243501, -4.777147, -0.653077], [0.745046, -0.045587, -1.478559], [1.088058, 1.441309, -0.625668], [-0.464285, 0.692589, -0.392094], [3.216602, -0.105343, -0.001222], [2.954488, -0.246833, 1.735502], [2.579340, 1.272438, 0.927583], [-1.987715, -0.902365, 0.763647], [-2.452058, -1.060982, 2.443737], [-2.253199, -2.503496, 1.462409], [-0.152298, 0.161089, 3.298279], [0.827351, -1.246522, 3.727498], [-0.882977, -1.233301, 4.131682], [-4.049732, 4.340410, 2.126018], [-4.444536, 3.033137, 1.656110], [-3.736713, 2.586629, 0.462238], [-5.414595, 1.838248, 2.356721], [-4.563499, 0.674222, 2.663241], [-6.074427, 2.252941, 3.901185], [-6.104681, 3.584362, 4.487608], [-5.886243, 1.243242, 4.944040], [-6.766390, 2.043567, 1.430547], [-7.126599, 3.297228, 0.794416], [-7.826658, 1.054137, 1.577405], [-4.129138, 5.070960, 1.311118], [-3.015302, 4.357025, 2.490791], [-4.690357, 4.705877, 2.914859], [-4.365805, 2.653724, -0.433251], [-3.406274, 1.550801, 0.564007], [-2.849823, 3.194992, 0.286323], [-5.122389, 4.053398, 4.562138], [-6.490888, 3.511171, 5.505083], [-6.791516, 4.252818, 3.960408], [-4.910595, 1.319217, 5.440098], [-5.969559, 0.241346, 4.534731], [-6.671044, 1.366359, 5.693614], [-7.063462, 4.153035, 1.471089], [-8.159981, 3.225600, 0.456635], [-6.507486, 3.510392, -0.079165], [-8.520200, 1.319636, 2.383349], [-7.399531, 0.078381, 1.814044], [-8.383078, 0.945363, 0.645927], [-4.459147, 6.730160, -3.853279], [-3.345163, 6.000762, -3.292240], [-2.976404, 6.408504, -1.945586], [-2.532084, 4.612478, -3.830440], [-2.793797, 3.524041, -2.871851], [-3.117737, 3.963053, -5.321313], [-4.008490, 4.634978, -6.255891], [-3.394058, 2.525095, -5.301201], [-1.154610, 5.335856, -4.382704], [-1.092241, 6.705979, -4.857503], [-0.059406, 4.456061, -4.774373], [-4.268863, 7.808770, -3.798429], [-5.398216, 6.527986, -3.323485], [-4.609241, 6.509376, -4.899349], [-2.061706, 7.016022, -1.934353], [-2.811924, 5.542069, -1.301448], [-3.777918, 6.999420, -1.501002], [-4.945464, 4.967742, -5.806685], [-4.276690, 3.936333, -7.049200], [-3.522745, 5.476546, -6.758145], [-4.390736, 2.287957, -4.909258], [-2.667232, 1.997939, -4.691256], [-3.317815, 2.142351, -6.321138], [-1.890532, 6.950346, -5.562472], [-0.145522, 6.845591, -5.377910], [-1.129179, 7.429681, -4.041302], [-0.142217, 4.148739, -5.822749], [-0.065247, 3.553333, -4.161443], [0.902010, 4.945998, -4.618172]], "atomic_forces_ev_per_a": [[-0.232, 0.029, 0.056], [0.417, 0.638, 0.594], [-0.084, -0.271, 0.222], [0.101, -0.020, 0.232], [0.354, -0.800, 0.196], [0.454, 1.449, -0.795], [-0.211, -0.341, 0.161], [-0.122, 0.120, 0.062], [-0.775, 0.150, -0.786], [0.300, -0.157, 0.522], [0.160, -0.094, 0.456], [0.083, -0.079, 0.049], [0.042, 0.079, -0.094], [0.043, -0.009, -0.041], [-0.135, -0.085, -0.434], [-0.199, -0.332, -0.128], [-0.013, 0.043, 0.002], [0.047, 0.004, -0.235], [-0.018, 0.130, 0.017], [-0.055, -0.047, -0.198], [-0.258, 0.190, -0.226], [-0.157, 0.077, 0.058], [-0.078, -0.335, 0.352], [-0.040, -0.279, 0.172], [-0.001, -0.151, -0.040], [0.100, -0.086, 0.161], [0.517, -0.026, -0.014], [-0.117, 0.010, 0.002], [-0.085, 0.120, -0.153], [-0.108, 0.129, -0.160], [-0.264, -0.022, -0.044], [0.305, 0.388, 0.149], [0.005, -0.151, 0.244], [-0.557, 1.683, -3.343], [-0.337, -0.678, 1.944], [0.351, -0.288, -0.282], [-0.323, 0.228, 0.238], [0.154, -0.163, -0.052], [0.644, -0.980, 1.561], [-0.255, -0.111, -0.181], [0.094, 0.162, -0.058], [0.041, -0.069, 0.008], [0.016, 0.001, 0.032], [-0.023, 0.018, 0.040], [-0.011, -0.022, -0.059], [-0.003, 0.036, -0.003], [0.011, 0.062, -0.037], [0.119, 0.108, -0.056], [-0.002, 0.006, 0.100], [-0.048, -0.214, -0.077], [0.016, 0.022, 0.014], [-0.010, -0.040, -0.021], [-0.047, 0.003, -0.045], [0.040, 0.025, -0.003], [0.077, 0.056, 0.024], [0.075, -0.025, -0.044], [-0.060, 0.010, 0.025], [0.004, -0.010, -0.058], [-0.035, -0.010, -0.033], [-0.071, 0.197, -0.151], [-0.221, -0.151, 0.393], [-0.101, -0.262, -0.270], [0.810, 3.077, 2.041], [-0.930, -1.333, -1.363], [0.460, -0.111, 0.096], [-0.409, 0.096, -0.106], [0.200, -0.106, 0.002], [-0.023, -1.711, -0.850], [0.172, 0.163, -0.096], [-0.040, 0.029, 0.188], [0.065, -0.048, -0.028], [-0.012, -0.033, -0.004], [-0.041, -0.010, -0.011], [0.094, 0.051, -0.037], [-0.018, 0.016, 0.039], [-0.031, 0.065, 0.082], [0.010, -0.018, 0.163], [-0.059, -0.069, -0.034], [0.169, 0.039, -0.156], [-0.014, -0.015, 0.017], [0.038, 0.015, -0.028], [0.003, 0.065, -0.011], [-0.008, -0.015, 0.037], [-0.004, -0.052, 0.026], [0.047, -0.008, 0.030], [-0.043, 0.017, -0.033], [0.042, 0.035, 0.017], [0.018, 0.033, -0.020], [0.038, 0.253, -0.052], [0.084, -0.395, -0.310], [0.212, -0.058, 0.175], [-3.047, 1.096, -1.982], [2.006, -0.132, 0.713], [-0.342, -0.133, 0.335], [0.306, 0.140, -0.284], [-0.096, -0.081, 0.187], [1.247, -0.785, 1.240], [-0.145, 0.179, 0.081], [-0.088, -0.099, -0.144], [-0.007, -0.020, 0.081], [0.025, -0.026, 0.004], [0.041, -0.003, -0.015], [-0.051, 0.036, 0.015], [-0.006, -0.010, -0.035], [-0.037, -0.015, -0.060], [-0.090, -0.120, -0.076], [0.091, -0.034, 0.007], [-0.050, 0.128, 0.186], [0.007, -0.022, -0.012], [-0.016, 0.029, 0.036], [-0.024, 0.059, -0.021], [-0.007, -0.034, -0.016], [0.010, -0.055, 0.008], [-0.043, -0.022, 0.020], [0.040, 0.033, -0.020], [-0.054, 0.016, 0.006], [-0.016, 0.038, 0.009]], "e_tot_ev": -95673.4809, "gap_ev": 8.59, "smiles": "CCCCC[PH2](I)C[C@H](C)F.CN(C)P(=O)(N(C)C)N(C)C.CN(C)P(=O)(N(C)C)N(C)C.CN(C)P(=O)(N(C)C)N(C)C", "e_homo_ev": -8.11}

{"formula": "C26H73N5O8", "method": "the ωB97M-V functional and the def2-TZVPD basis", "species": ["C", "C", "O", "H", "H", "H", "H", "H", "H", "C", "C", "O", "H", "H", "H", "H", "H", "H", "C", "C", "O", "H", "H", "H", "H", "H", "H", "C", "C", "C", "O", "C", "N", "H", "H", "H", "H", "H", "H", "H", "H", "H", "H", "H", "C", "C", "C", "O", "C", "N", "H", "H", "H", "H", "H", "H", "H", "H", "H", "H", "H", "C", "C", "C", "O", "C", "N", "H", "H", "H", "H", "H", "H", "H", "H", "H", "H", "H", "C", "C", "C", "O", "C", "N", "H", "H", "H", "H", "H", "H", "H", "H", "H", "H", "H", "C", "C", "C", "O", "C", "N", "H", "H", "H", "H", "H", "H", "H", "H", "H", "H", "H"], "coordinates": [[-0.296715, -0.839655, 1.526939], [-0.469475, 0.695305, 1.367699], [-0.620725, 0.969255, 0.001379], [-0.229485, -1.043385, 2.595619], [0.593125, -1.159855, 0.984949], [-1.140715, -1.384285, 1.103669], [0.341735, 1.335215, 1.714939], [-1.410345, 0.943855, 1.858709], [0.177895, 0.924315, -0.529461], [1.659525, 1.008785, 6.492549], [2.152435, 2.101605, 5.514149], [1.073015, 2.285325, 4.608859], [1.312115, 0.096265, 6.008079], [0.820235, 1.315365, 7.116809], [2.542025, 0.798855, 7.096889], [2.931875, 1.687095, 4.874819], [2.371845, 3.051105, 6.002419], [1.250015, 2.911175, 3.902759], [-5.461015, 0.914305, 1.117239], [-3.991435, 1.384735, 1.482949], [-4.047195, 2.807175, 1.143689], [-5.939875, 0.967925, 0.139529], [-6.095805, 1.450535, 1.822639], [-5.732795, -0.124275, 1.305909], [-3.310025, 0.736355, 0.932149], [-3.813265, 1.351835, 2.557789], [-4.383195, 3.283635, 1.906369], [3.047065, -1.750395, 2.856099], [4.384365, -1.024315, 3.055169], [4.457425, 0.429195, 2.457299], [4.531835, 0.409535, 1.048909], [4.806485, 1.732645, 0.482879], [4.694995, -1.065925, 4.471509], [2.260915, -1.182895, 3.354089], [3.015825, -2.836965, 2.936669], [2.629415, -1.743695, 1.849309], [5.251645, -1.552165, 2.658559], [5.292745, 0.994685, 2.870289], [3.580275, 1.031445, 2.693949], [4.032815, 2.457975, 0.734709], [5.064105, 1.614265, -0.569601], [5.695505, 2.069005, 1.016359], [5.392545, -0.384355, 4.734129], [3.838925, -0.822295, 4.948879], [2.583135, 2.952305, -2.527331], [1.146925, 2.371405, -2.543111], [0.333015, 2.889705, -3.809961], [0.662695, 2.253025, -4.995281], [0.087695, 2.856355, -6.121311], [1.130235, 0.896485, -2.561201], [2.544835, 4.041405, -2.549571], [3.015885, 2.597685, -3.462781], [3.186105, 2.635105, -1.676501], [0.685955, 2.764655, -1.637041], [0.347665, 3.979595, -3.807211], [-0.711315, 2.619295, -3.653891], [-0.995605, 2.955585, -6.189901], [0.254055, 2.493915, -7.135741], [0.510385, 3.861055, -6.117891], [1.525815, 0.444495, -3.373181], [0.157645, 0.676315, -2.400921], [-4.524055, 4.683615, -2.281191], [-2.948185, 4.433635, -2.129191], [-2.315515, 5.418685, -1.123541], [-2.458885, 6.758525, -1.712701], [-1.903665, 7.826645, -0.878201], [-2.906155, 3.012105, -1.757121], [-4.650275, 5.741555, -2.511251], [-5.141275, 4.542555, -1.393921], [-4.965245, 4.186535, -3.145121], [-2.393475, 4.529675, -3.062561], [-1.243305, 5.240765, -1.041041], [-2.754085, 5.455285, -0.126331], [-1.587865, 7.521145, 0.119309], [-2.644955, 8.625465, -0.856511], [-1.048085, 8.195305, -1.444041], [-1.949285, 2.711595, -1.637961], [-3.311355, 2.887825, -0.840351], [3.199515, -7.702565, -2.004851], [2.188105, -6.921735, -1.250791], [2.526845, -5.509795, -0.679371], [2.140505, -4.529295, -1.690141], [2.674325, -3.184555, -1.627301], [1.094635, -6.928425, -2.249261], [3.565935, -7.249305, -2.925931], [2.833575, -8.723105, -2.117531], [4.078365, -7.731725, -1.360741], [1.657945, -7.519265, -0.509181], [3.557655, -5.506525, -0.325071], [1.909225, -5.383545, 0.209849], [2.577155, -2.746695, -2.620751], [3.742825, -3.168625, -1.412471], [2.137605, -2.642705, -0.848571], [1.407455, -6.584315, -3.145831], [0.459965, -6.229205, -1.890951], [-1.322825, -3.541185, -1.536471], [-2.190075, -4.161085, -0.439601], [-3.392825, -3.284075, 0.025859], [-4.089275, -3.924565, 1.137499], [-4.898995, -3.140975, 2.037199], [-2.754435, -5.391225, -0.966831], [-0.803485, -2.636655, -1.219891], [-1.965125, -3.146935, -2.323951], [-0.646315, -4.307655, -1.914571], [-1.544045, -4.488855, 0.374829], [-4.213145, -3.121885, -0.673331], [-3.024765, -2.321725, 0.381539], [-5.540405, -3.730685, 2.692119], [-5.555765, -2.528935, 1.418999], [-4.300285, -2.407855, 2.577749], [-3.479855, -5.481355, -0.269881], [-2.010095, -6.026555, -0.717001]], "atomic_forces_ev_per_a": [[0.369, 1.114, 0.371], [0.153, -1.321, -0.550], [-1.403, 0.597, -1.319], [0.201, -0.396, 0.016], [0.138, -0.105, 0.218], [-0.145, 0.220, 0.035], [0.073, -0.400, 0.743], [0.239, 0.471, -0.010], [0.603, -0.229, 0.599], [0.763, 0.709, -0.094], [-1.870, -1.116, -0.893], [-1.041, -0.253, 0.356], [0.328, 0.092, -0.380], [0.196, 0.371, 0.052], [-0.166, -0.391, 0.471], [0.861, 0.269, 0.635], [0.505, -0.185, 0.158], [0.433, 0.478, -0.333], [-0.317, -0.729, 1.601], [-3.126, 0.565, -1.007], [1.201, -0.917, -0.501], [1.042, 1.060, -0.468], [-0.300, 0.202, -0.168], [0.722, -0.490, 0.626], [0.579, 0.996, -0.182], [-0.006, -0.612, -0.076], [0.099, -0.074, 0.135], [-0.276, 0.430, -1.560], [0.816, 0.303, -0.715], [-0.920, -0.361, -0.239], [0.255, 0.422, -1.010], [0.589, -1.421, 1.580], [-0.754, 0.150, 0.682], [-0.032, -0.451, 0.750], [0.366, 0.061, 1.327], [0.651, 0.802, -0.643], [-0.323, -0.238, -0.937], [0.507, -0.208, 0.214], [-0.439, -0.061, 0.552], [-0.395, -0.107, -0.420], [-0.473, 0.026, 0.078], [0.342, 0.354, -0.148], [0.122, 0.126, -0.045], [-0.012, 0.149, 0.563], [-0.752, -0.544, -0.735], [0.865, 0.223, -1.959], [-0.885, -0.177, 2.262], [0.952, -1.194, -1.234], [0.014, 1.865, -0.462], [-0.140, 0.931, 1.734], [-0.003, 0.010, 0.017], [0.565, 0.134, 0.013], [-0.253, -0.131, -0.085], [-0.567, -0.327, -0.057], [0.395, 0.325, -0.574], [-0.427, 0.136, 0.523], [-0.437, -0.112, 1.119], [1.110, -1.105, 0.477], [-0.305, 0.488, -0.382], [-0.295, 0.364, -0.162], [-0.065, -0.811, -0.592], [1.377, 1.664, -0.880], [-2.410, -0.746, 1.111], [-0.031, 1.316, -1.141], [0.224, -0.176, 1.345], [-0.308, -0.811, -1.643], [0.856, 0.172, -0.016], [-0.021, 0.267, -0.010], [0.495, -0.565, 0.215], [0.247, -0.496, 0.210], [-0.373, 0.271, -0.217], [0.150, -0.364, 0.194], [-0.215, -0.471, 0.017], [-0.195, -0.161, -0.035], [-0.047, -0.038, 0.307], [0.273, 0.166, 0.302], [0.331, -0.188, 0.038], [-0.261, 0.096, 0.215], [2.191, -0.425, 1.657], [-2.032, 0.247, -1.707], [-0.880, -0.096, -0.984], [1.213, -0.401, 0.426], [-0.047, -1.134, 0.430], [-0.915, 0.792, 0.633], [-0.521, 0.043, -0.158], [0.124, 0.159, -0.405], [0.493, -0.459, -0.058], [1.016, -0.102, 0.794], [0.330, 0.520, -0.427], [-0.163, 0.303, 0.124], [-0.448, 0.010, 0.169], [0.106, -0.183, 0.245], [0.046, 0.369, -0.180], [0.168, 0.283, -0.015], [-0.702, 0.097, -0.506], [-0.728, 0.913, 0.369], [-0.498, 1.042, -0.729], [-0.049, 0.334, 1.759], [0.381, -0.974, 0.834], [0.563, 0.851, -1.920], [-0.158, 0.034, 0.251], [0.483, -0.231, 0.349], [-0.111, -0.497, -0.331], [0.079, 0.302, -0.099], [-0.070, 0.955, 0.705], [0.605, 0.019, -0.895], [0.075, 0.243, -0.134], [0.554, -0.408, -0.143], [-0.411, 0.109, -0.049], [0.232, -0.230, 0.388], [-0.516, -1.357, -0.041], [-0.428, -1.041, -0.328]], "e_tot_ev": -51968.3185, "total_charge": -1, "s2": 0.751, "gap_ev": [1.89, 9.14], "multiplicity": 2, "e_above_lowest_kj_mol": 241.6, "e_homo_ev": [0.50, -6.78]}